[1]
C36H58O11 | ωB97M-V/def2-TZVPD

The geometry in XYZ format:
```
105
Properties=species:S:1:pos:R:3:forces:R:3
C 9.029 4.347 5.665 0.531 0.009 -0.475
C 8.651 5.168 4.438 -0.106 0.030 0.076
O 7.432 5.926 4.622 -0.039 -0.371 -0.463
C 6.342 5.265 4.095 -0.008 -0.081 0.468
C 6.068 5.330 2.729 0.025 -0.098 0.329
C 4.988 4.631 2.200 0.242 0.223 0.379
C 4.203 3.867 3.054 0.038 0.094 -0.063
C 4.476 3.812 4.419 0.241 0.275 -0.108
C 5.543 4.516 4.958 -0.166 0.222 -0.504
C 3.620 2.952 5.284 0.297 -0.030 -0.115
O 3.393 3.254 6.432 0.409 -0.309 0.194
C 3.143 1.716 4.608 -0.044 0.075 -0.618
C 2.906 1.759 3.291 0.084 -0.239 0.606
C 3.070 3.043 2.561 0.395 -0.115 0.088
O 2.366 3.372 1.641 -0.216 0.009 -0.500
H 8.170 4.055 6.256 -0.130 0.107 0.090
H 9.509 3.432 5.321 0.024 -0.142 0.058
H 9.768 4.876 6.260 -0.190 0.089 0.363
H 9.415 5.895 4.174 0.128 0.074 0.148
H 8.556 4.498 3.585 -0.272 0.038 -0.167
H 6.738 5.920 2.121 -0.054 0.012 -0.176
H 4.792 4.664 1.139 -0.181 -0.027 -0.059
H 5.760 4.482 6.014 -0.017 0.015 0.110
H 3.037 0.791 5.155 -0.269 0.083 0.321
H 2.601 0.876 2.743 -0.330 0.113 -0.073
C 7.299 -0.556 6.480 0.186 0.146 -0.028
C 7.116 -0.122 5.046 0.036 0.018 -0.034
C 5.890 -0.637 4.330 0.211 0.129 -0.197
O 7.912 0.606 4.499 -0.027 0.013 0.020
H 8.212 -0.119 6.877 0.000 0.005 -0.012
H 6.452 -0.224 7.083 -0.058 -0.131 -0.001
H 7.371 -1.643 6.535 -0.138 -0.012 0.047
H 4.995 -0.302 4.851 -0.046 -0.165 0.058
H 5.903 -1.727 4.294 -0.097 -0.006 0.128
H 5.875 -0.249 3.314 -0.011 0.019 0.008
C 0.546 3.465 6.943 -0.064 -0.256 0.189
C -0.443 2.355 6.706 0.001 0.028 -0.020
C -1.868 2.754 6.401 -0.023 -0.253 -0.021
O -0.115 1.191 6.761 -0.023 -0.025 0.013
H 1.524 3.045 7.153 -0.220 0.041 0.022
H 0.616 4.104 6.061 -0.085 0.111 0.076
H 0.221 4.060 7.800 -0.065 0.150 -0.125
H -1.900 3.358 5.493 -0.014 0.119 0.072
H -2.280 3.331 7.230 0.018 0.123 -0.071
H -2.473 1.861 6.253 0.011 0.000 -0.002
C -1.210 -1.577 5.665 0.200 -0.257 0.069
C -1.638 -3.015 5.798 0.044 0.017 -0.036
C -3.126 -3.287 5.776 0.071 -0.233 0.023
O -0.838 -3.915 5.916 -0.035 -0.002 -0.007
H -0.126 -1.513 5.693 0.002 0.034 0.009
H -1.561 -1.167 4.719 -0.121 0.114 0.000
H -1.615 -0.982 6.483 -0.055 0.073 -0.084
H -3.554 -2.945 4.832 -0.049 0.117 0.068
H -3.613 -2.765 6.600 -0.048 0.104 -0.087
H -3.301 -4.356 5.879 0.013 0.003 0.001
C -0.460 -2.189 1.381 -0.014 0.129 0.281
C 0.717 -1.263 1.223 0.167 0.085 -0.051
C 1.345 -1.191 -0.144 0.313 0.265 0.231
O 1.147 -0.604 2.148 -0.155 -0.194 -0.036
H -0.814 -2.155 2.406 0.014 -0.002 0.126
H -1.260 -1.885 0.707 0.064 -0.116 -0.146
H -0.162 -3.211 1.143 -0.059 0.010 -0.142
H 0.617 -0.847 -0.874 -0.065 -0.175 -0.071
H 1.712 -2.175 -0.439 -0.142 -0.028 -0.105
H 2.182 -0.494 -0.114 0.012 -0.027 0.031
C -2.834 -3.392 -2.534 -0.011 0.096 0.281
C -1.649 -2.473 -2.696 0.038 -0.016 0.012
C -1.026 -2.414 -4.063 0.403 0.371 0.420
O -1.229 -1.817 -1.766 -0.177 -0.042 -0.132
H -3.194 -3.346 -1.508 0.015 0.006 -0.004
H -3.634 -3.087 -3.210 0.049 -0.116 -0.122
H -2.545 -4.418 -2.765 -0.063 0.009 -0.147
H -1.756 -2.073 -4.787 -0.068 -0.160 -0.146
H -0.670 -3.402 -4.354 -0.172 -0.033 -0.152
H -0.185 -1.722 -4.047 0.007 -0.027 0.057
C -4.260 -4.969 -7.032 -0.004 0.101 0.241
C -3.072 -4.060 -7.238 0.024 0.095 0.012
C -2.478 -4.025 -8.616 0.353 -0.169 0.119
O -2.629 -3.391 -6.329 -0.206 -0.157 -0.192
H -4.595 -4.903 -5.999 0.011 0.003 -0.004
H -5.075 -4.669 -7.692 0.035 -0.098 -0.098
H -3.983 -6.001 -7.251 -0.066 0.003 -0.130
H -3.226 -3.691 -9.325 -0.048 -0.098 -0.114
H -2.122 -5.019 -8.898 -0.108 -0.026 0.000
H -1.642 -3.331 -8.634 -0.030 0.042 -0.014
C -4.922 -0.116 -7.723 0.015 -0.271 0.105
C -4.295 -0.458 -9.049 0.016 -0.007 -0.001
C -4.316 0.613 -10.107 0.099 -0.154 -0.154
O -3.800 -1.546 -9.251 -0.187 0.196 -0.029
H -4.843 -0.971 -7.052 0.047 0.003 -0.010
H -4.411 0.736 -7.272 -0.104 0.090 -0.045
H -5.975 0.127 -7.872 0.039 0.178 -0.015
H -3.780 1.496 -9.756 -0.116 0.062 0.034
H -5.349 0.883 -10.333 -0.002 0.091 0.101
H -3.836 0.241 -11.010 0.009 -0.007 0.011
C -10.007 -0.115 -8.598 0.112 0.210 -0.070
C -8.720 -0.642 -9.183 -0.009 -0.026 -0.024
C -8.528 -2.139 -9.181 0.221 0.074 -0.094
O -7.878 0.101 -9.634 0.052 0.022 0.031
H -10.016 0.971 -8.662 0.010 -0.002 -0.006
H -10.859 -0.512 -9.151 -0.028 -0.097 0.102
H -10.090 -0.411 -7.552 -0.091 -0.106 -0.032
H -9.320 -2.618 -9.758 -0.070 -0.039 0.118
H -8.552 -2.517 -8.157 -0.136 -0.046 -0.015
H -7.566 -2.382 -9.627 0.000 0.014 0.000
```
Positions in Å, forces in eV/Å.

Output
- SMILES: CCOc1ccc2c(c1)C(=O)C=CC2=O.CC(C)=O.CC(C)=O.CC(C)=O.CC(C)=O.CC(C)=O.CC(C)=O.CC(C)=O.CC(C)=O
- Strongest force on any atom: 0.0138 hartree/bohr

[2]
C36H60BFN7O4P2SSeY | ωB97M-V/def2-TZVPD

The geometry in XYZ format:
```
114
Properties=species:S:1:pos:R:3:forces:R:3
Y -0.018 -0.058 -0.096 1.725 -1.211 2.079
C -1.329 5.346 0.763 0.059 0.131 -0.011
C -0.513 4.058 0.885 0.163 0.059 0.014
C 0.406 3.970 -0.346 -0.017 0.156 -0.055
C 0.376 4.127 2.134 -0.015 0.023 0.065
P -1.487 2.470 0.907 -0.003 -0.524 -0.532
C -2.643 2.665 -0.542 0.051 0.176 -0.017
N -1.980 2.206 -1.744 0.006 -0.083 -0.109
B -0.941 1.194 -1.801 -1.074 1.223 -1.861
N -0.678 1.090 -3.227 0.004 0.115 0.098
C 0.273 0.185 -3.830 -0.160 -0.064 -0.118
P 0.348 -1.393 -2.847 0.073 0.670 0.335
C 1.998 -2.069 -3.395 0.062 -0.204 0.023
C 2.142 -3.516 -2.904 0.025 -0.032 -0.054
C 2.264 -2.007 -4.904 0.124 0.001 -0.025
C 3.073 -1.222 -2.692 0.102 0.007 -0.033
C -1.073 -2.405 -3.484 -0.048 -0.200 0.087
C -1.322 -3.551 -2.487 -0.004 -0.051 -0.091
C -0.872 -2.980 -4.884 -0.085 -0.060 -0.118
C -2.319 -1.510 -3.506 -0.069 -0.036 -0.094
C -1.489 1.964 -3.945 0.197 -0.155 0.051
C -1.589 2.212 -5.303 -0.084 0.083 -0.057
C -2.533 3.145 -5.740 0.057 -0.053 0.094
C -3.349 3.813 -4.834 0.063 -0.072 0.089
C -3.246 3.568 -3.462 -0.049 0.056 -0.106
C -2.310 2.647 -3.025 -0.013 -0.035 0.250
C -2.646 2.349 2.362 0.060 0.065 0.262
C -1.819 1.994 3.610 0.004 -0.042 0.049
C -3.479 3.599 2.648 -0.123 -0.003 0.095
C -3.592 1.166 2.105 -0.097 0.006 0.058
H -0.631 6.188 0.816 -0.049 -0.022 -0.017
H -2.065 5.481 1.550 0.023 -0.012 0.012
H -1.834 5.419 -0.202 0.002 -0.024 0.019
H 1.027 4.873 -0.367 -0.031 -0.047 0.000
H -0.163 3.928 -1.275 -0.005 0.031 0.021
H 1.079 3.116 -0.310 -0.018 -0.010 0.025
H 1.126 4.909 1.986 -0.018 -0.051 0.008
H 0.918 3.192 2.305 -0.032 0.040 -0.046
H -0.191 4.380 3.032 -0.009 0.009 -0.050
H -2.939 3.710 -0.648 -0.017 0.042 0.008
H -3.552 2.096 -0.344 -0.042 -0.067 -0.028
H 1.281 0.609 -3.845 0.036 0.046 -0.019
H -0.001 -0.025 -4.868 -0.047 -0.029 -0.013
H 1.439 -4.189 -3.398 0.025 0.027 -0.005
H 1.995 -3.603 -1.825 0.001 0.042 -0.035
H 3.152 -3.869 -3.135 -0.038 0.010 0.014
H 1.717 -2.763 -5.462 -0.031 -0.002 0.021
H 3.332 -2.183 -5.073 -0.052 -0.019 -0.012
H 2.030 -1.030 -5.330 0.029 -0.032 0.036
H 2.845 -1.016 -1.646 -0.036 -0.087 0.003
H 3.222 -0.258 -3.184 -0.040 -0.019 0.039
H 4.022 -1.767 -2.733 -0.028 0.078 -0.045
H -0.505 -4.275 -2.471 -0.027 0.047 -0.009
H -2.236 -4.080 -2.776 0.048 0.019 0.004
H -1.463 -3.176 -1.473 0.003 0.025 -0.013
H -0.116 -3.765 -4.910 -0.012 0.028 0.020
H -0.604 -2.215 -5.617 -0.021 0.004 0.036
H -1.819 -3.425 -5.209 0.055 -0.002 -0.011
H -2.517 -1.025 -2.552 0.045 0.006 0.016
H -3.180 -2.146 -3.730 0.000 0.045 0.002
H -2.260 -0.736 -4.273 0.012 -0.020 -0.003
H -0.950 1.702 -6.015 -0.021 0.018 0.019
H -2.628 3.350 -6.799 0.006 -0.007 0.023
H -4.076 4.529 -5.195 0.019 -0.020 0.020
H -3.894 4.080 -2.761 0.014 -0.007 -0.019
H -1.169 2.805 3.936 -0.013 0.004 -0.031
H -1.195 1.112 3.429 -0.074 0.011 -0.061
H -2.501 1.762 4.435 0.031 0.031 -0.030
H -2.881 4.405 3.073 0.013 -0.033 -0.011
H -4.256 3.349 3.379 0.040 0.022 -0.028
H -3.982 3.978 1.755 0.020 -0.041 0.005
H -3.073 0.278 1.746 0.042 0.044 0.033
H -4.380 1.402 1.391 0.019 -0.001 0.003
H -4.078 0.907 3.051 -0.019 0.019 -0.066
C -1.133 -3.135 2.648 0.148 0.000 0.094
N 0.201 -3.359 3.192 -0.202 -0.003 0.000
C 0.276 -3.261 4.647 -0.015 0.056 -0.138
C 1.294 -3.403 2.411 0.118 0.295 0.124
S 1.339 -2.867 0.811 -0.118 -0.053 -0.230
N 2.417 -3.903 3.014 0.064 -0.210 -0.050
C 2.319 -5.176 3.734 0.023 0.057 -0.010
C 3.721 -3.704 2.399 -0.033 -0.007 0.048
H -1.841 -3.735 3.223 -0.013 0.004 -0.030
H -1.168 -3.415 1.602 0.012 -0.038 -0.031
H -1.412 -2.084 2.725 -0.019 0.058 -0.003
H -0.346 -2.420 4.958 -0.010 0.001 0.019
H 1.299 -3.079 4.962 0.019 0.000 -0.001
H -0.100 -4.158 5.141 -0.009 -0.033 -0.013
H 1.281 -5.446 3.896 0.004 0.001 -0.015
H 2.827 -5.128 4.698 0.014 0.036 0.003
H 2.783 -5.965 3.135 0.014 0.008 0.003
H 3.844 -2.668 2.092 -0.026 -0.035 0.018
H 3.865 -4.343 1.524 -0.013 -0.009 -0.010
H 4.475 -3.946 3.148 0.030 0.009 -0.010
Se -4.769 -1.798 -0.461 0.390 0.042 0.094
C -3.061 -1.503 -0.065 -0.365 -0.067 0.128
N -1.943 -1.297 0.236 -0.236 0.048 -0.169
F 4.832 1.201 5.809 0.012 -0.001 -0.003
C 3.882 0.869 4.935 -0.214 0.028 0.244
C 4.162 0.636 3.657 0.046 -0.141 -0.533
N 3.190 0.268 2.740 0.239 0.127 0.008
C 3.488 0.133 1.302 0.265 -0.368 0.562
C 2.836 1.282 0.549 -0.669 0.328 -0.454
O 3.076 2.414 0.939 0.066 -0.102 -0.110
O 2.030 0.930 -0.400 0.081 -0.122 0.458
C 1.876 0.246 3.093 0.070 -0.071 -0.020
O 0.979 0.036 2.281 -0.355 0.106 -0.113
N 1.610 0.450 4.422 0.012 0.010 -0.008
C 2.516 0.783 5.437 0.024 -0.003 0.037
O 2.157 0.968 6.572 -0.056 -0.014 0.014
H 5.171 0.718 3.280 -0.016 -0.004 -0.028
H 3.125 -0.836 0.972 -0.016 -0.005 -0.086
H 4.569 0.182 1.186 0.002 0.005 -0.005
H 0.633 0.444 4.682 -0.004 0.025 0.007
```
Positions in Å, forces in eV/Å.

Output
- Strongest force on any atom: 0.0576 hartree/bohr

no.,E_tot (hartree),HOMO energy (eV),LUMO level (eV)
1,-2234.1341,-9.1,-0.50
2,-5737.6556,-7.4,0.06